# 1
63
Properties=species:S:1:pos:R:3:nbo_charge:R:1 method="wB97M-V/def2-TZVPD" energy_ev=-65604.29614 gap_ev=6.0 molar_mass_g_mol=584.4 homo_energy_ev=-10.70 lumo_energy_ev=-4.734 total_charge=+1
P -4.314 2.397 2.031 2.2269
O 3.237 1.751 -4.011 -0.5281
O -1.482 -4.660 4.381 -0.5236
O 11.275 -0.853 -3.586 -0.5335
O -4.352 0.816 2.364 -1.0055
O 0.728 2.179 -3.563 -0.6231
O 7.136 -2.255 -1.852 -0.6238
O -0.810 -4.858 1.882 -0.6152
O 0.804 -1.492 -0.632 -0.5792
O -1.574 -0.233 1.515 -0.5818
O -3.793 2.334 0.539 -0.9799
O 10.172 0.113 -5.718 -0.6180
O 6.038 -1.331 -4.015 -0.5694
O -2.118 -0.012 4.027 -0.6523
O 3.346 -1.889 -1.036 -0.6472
N -3.464 3.193 3.029 -1.3119
N -7.498 1.768 0.086 -0.7992
N -7.741 2.452 3.497 -0.3981
C -6.681 3.434 3.188 -0.2361
C 7.951 -1.704 -2.738 0.3219
C 2.747 0.974 -3.214 0.4743
C -7.014 1.744 1.450 -0.1369
C 8.030 -0.544 -5.007 -0.4055
C 9.359 -0.448 -4.843 0.3466
C 2.787 -0.884 -1.697 0.3887
C 3.457 -0.093 -2.545 -0.4114
C -1.126 -3.651 2.310 0.3432
C -1.127 -2.558 1.529 -0.4051
C 7.249 -1.180 -3.975 0.4828
C 1.313 -0.705 -1.414 0.4709
C -7.986 1.636 2.553 0.2889
C 10.066 -0.987 -3.614 0.4713
C -1.840 -2.326 4.372 -0.3895
C -6.067 2.911 1.876 -0.6365
C 1.272 1.167 -2.913 0.3477
C -1.830 -1.237 3.595 0.3206
C 9.278 -1.610 -2.574 -0.3831
C -1.493 -1.295 2.115 0.4833
C 0.604 0.370 -2.064 -0.4082
C -1.497 -3.605 3.779 0.4739
H -6.018 3.627 4.026 0.2539
H -8.225 2.479 4.389 0.4514
H -3.356 1.494 0.320 0.5389
H 9.787 -1.982 -1.696 0.2462
H -7.058 1.042 -0.465 0.3911
H 2.638 -2.298 -0.501 0.5079
H -6.447 0.807 1.596 0.2747
H -8.498 1.623 0.012 0.3782
H 1.446 2.568 -4.106 0.5124
H -8.800 0.922 2.610 0.2499
H 6.235 -2.205 -2.229 0.5082
H 11.073 0.035 -5.342 0.5114
H -4.345 0.684 3.328 0.5258
H -7.201 4.373 2.990 0.2398
H -6.151 3.683 1.112 0.2953
H -2.082 -2.297 5.425 0.2466
H -1.979 0.582 3.259 0.5141
H 7.518 -0.163 -5.880 0.2484
H -3.883 3.972 3.511 0.3885
H -0.446 0.499 -1.843 0.2369
H -0.894 -5.459 2.650 0.5118
H 4.508 -0.230 -2.752 0.2581
H -0.865 -2.583 0.482 0.2718

---

# 2
50
Properties=species:S:1:pos:R:3:nbo_charge:R:1 method="wB97M-V/def2-TZVPD" de_lowest_kj_mol=583.9 smiles="Cn1cc(C(c2cn(C)c3ccccc23)C(C)(C)[N+](=O)[O-])c2ccccc21" energy_ev=-31748.58063 gap_ev=8.2 molar_mass_g_mol=361.4 homo_energy_ev=-7.67 lumo_energy_ev=0.559 total_charge=0
O -3.018 0.753 0.546 -0.3983
O -3.053 -0.859 -0.961 -0.4027
N -2.702 0.299 -0.583 0.4764
N 0.302 -2.827 -2.327 -0.3700
N -0.051 1.274 2.731 -0.3555
C 1.602 3.163 2.981 -0.2447
C 1.275 -4.531 0.837 -0.2101
C -2.259 0.717 -2.913 -0.6455
C 2.546 3.913 2.282 -0.2191
C 0.929 2.069 0.856 -0.0022
C -1.775 1.122 -1.469 0.1216
C -0.416 1.095 4.122 -0.3982
C 1.362 -3.351 1.617 -0.2422
C 2.710 3.734 0.884 -0.2369
C -0.200 0.553 -0.889 -0.1921
C 0.212 -3.758 -3.434 -0.3977
C 0.078 -0.901 -1.130 -0.1163
C 0.010 1.048 0.463 -0.1830
C 0.505 -3.199 -0.977 0.2234
C 0.475 -1.976 -0.217 -0.0956
C 0.861 2.233 2.267 0.1247
C -2.220 2.593 -1.190 -0.6493
C 1.919 2.816 0.157 -0.2132
C 0.844 -4.429 -0.483 -0.2740
C -0.529 0.516 1.636 0.0457
C 0.155 -1.433 -2.418 0.0192
C 0.990 -2.097 1.095 -0.1871
H 0.419 -4.753 -3.052 0.2149
H 0.062 1.888 4.698 0.2136
H 0.273 1.199 -1.719 0.2344
H -2.053 1.533 -3.649 0.2111
H -1.735 -0.193 -3.279 0.2251
H -1.695 3.010 -0.318 0.2408
H 1.480 3.333 4.065 0.2149
H 0.089 -0.938 -3.371 0.2135
H 1.115 -1.201 1.689 0.2182
H 3.446 4.326 0.375 0.2106
H 0.823 -5.347 -1.085 0.2124
H -2.014 3.246 -2.070 0.2146
H -1.506 1.148 4.244 0.2119
H 1.597 -5.464 1.301 0.2155
H -0.784 -3.740 -3.892 0.2036
H -3.333 2.726 -1.023 0.2429
H -3.384 0.553 -2.997 0.2454
H -1.168 -0.333 1.774 0.2397
H 2.019 2.636 -0.880 0.2073
H 1.710 -3.423 2.631 0.2107
H 0.946 -3.502 -4.207 0.2026
H 3.208 4.644 2.783 0.2160
H -0.065 0.118 4.497 0.2031

---

# 3
57
Properties=species:S:1:pos:R:3:nbo_charge:R:1 method="wB97M-V/def2-TZVPD" de_lowest_kj_mol=16.5 energy_ev=-68872.07992 gap_ev=5.6 molar_mass_g_mol=586.9 homo_energy_ev=-15.87 lumo_energy_ev=-10.240 total_charge=+3
Zr 0.567 -1.208 0.684 2.0149
S 1.670 -2.578 -1.156 -0.1999
S 2.685 0.000 1.246 -0.2339
S -3.852 3.527 -0.667 0.5233
N -0.847 0.384 0.612 -0.7367
N -0.855 -2.839 0.896 -0.6558
N 2.922 -0.545 -2.621 -0.3057
N 1.969 -1.541 3.384 -0.3906
N 0.945 -1.966 2.610 -0.4545
N 3.950 -2.437 -2.595 -0.4631
N -1.699 6.904 -2.781 -0.3616
N 3.878 -0.348 3.587 -0.7174
C -1.646 -4.510 2.412 -0.1808
C -0.841 -3.420 2.128 0.1602
C -2.649 2.420 -0.172 -0.0877
C -1.249 2.610 -0.222 -0.2675
C -0.418 1.612 0.190 0.0668
C -1.517 6.748 -1.479 0.0584
C 4.693 -1.602 -3.394 -0.0233
C -2.525 6.101 -3.434 0.0661
C 0.138 -2.885 3.085 0.3499
C 0.257 -3.426 4.460 -0.7060
C -3.187 5.047 -2.809 -0.2446
C 1.927 0.494 -2.468 -0.3931
C 2.877 -1.795 -2.118 0.2804
C -2.449 -4.452 0.149 -0.2104
C -2.144 5.740 -0.751 -0.2731
C -2.456 -5.034 1.412 -0.0576
C -2.959 4.866 -1.455 -0.1939
C 2.829 -0.703 2.865 0.3555
C -3.095 1.192 0.377 -0.2341
C -2.202 0.226 0.724 0.0554
C 4.054 -0.416 -3.408 -0.0443
C -1.640 -3.357 -0.068 0.0980
H 4.001 -0.726 4.516 0.4417
H -3.859 4.404 -3.362 0.2442
H 0.987 -2.852 5.019 0.2905
H 1.588 0.822 -3.450 0.2607
H 0.590 -4.467 4.434 0.2794
H -4.155 1.019 0.509 0.2676
H -0.852 7.454 -0.996 0.2225
H 2.352 1.346 -1.939 0.2384
H -0.707 -3.389 4.971 0.2704
H -2.022 5.676 0.322 0.2387
H -2.661 6.299 -4.490 0.2256
H 5.592 -1.920 -3.893 0.2802
H 0.650 1.787 0.236 0.2331
H -1.602 -2.875 -1.038 0.2367
H -1.634 -4.955 3.397 0.2689
H 4.570 0.292 3.236 0.4328
H -2.551 -0.714 1.132 0.2243
H 4.305 0.504 -3.909 0.2704
H 4.169 -3.403 -2.396 0.4647
H -3.079 -5.896 1.612 0.2728
H -3.062 -4.850 -0.647 0.2764
H 1.076 0.088 -1.929 0.1928
H -0.828 3.545 -0.560 0.2738

---

# 4
56
Properties=species:S:1:pos:R:3:lowdin_spin:R:1 method="wB97M-V/def2-TZVPD" s2=6.0873 de_lowest_kj_mol=81.4 spin_multiplicity=5 energy_ev=-331970.95039 gap_ev="5.3 / 3.6" molar_mass_g_mol=864.0 homo_energy_ev="-7.03 / -7.01" lumo_energy_ev="-1.714 / -3.458" total_charge=0
Pd 0.537 0.037 0.092 0.1863
Se 0.080 1.154 3.764 1.0238
Se -0.631 3.309 -0.245 0.9416
Se 0.420 -0.534 2.419 0.6396
Se -0.098 4.668 1.356 0.9644
S -5.050 -1.484 -0.995 0.0011
S -3.228 1.745 1.857 0.0213
S -2.181 1.262 -2.655 0.0018
Si 3.344 1.597 0.006 0.0135
O -1.317 -0.245 -0.392 0.0246
N 2.609 -0.014 0.135 0.0251
C -2.677 -0.079 -0.253 0.0049
C -4.209 1.831 -1.237 0.0068
C -3.115 1.031 -1.226 0.0055
C 2.736 2.172 -1.650 0.0114
C -2.782 -2.643 -0.764 -0.0002
C -5.008 -3.201 -1.180 0.0002
C -3.079 0.187 1.176 0.0179
C 4.568 -1.513 0.314 0.0001
C 5.075 -2.778 0.107 -0.0001
C 4.301 -3.824 -0.374 0.0005
C 2.817 2.525 1.511 0.0175
C -4.283 2.646 -2.422 0.0010
C -3.398 -0.199 3.463 0.0021
C 5.140 1.506 -0.310 0.0032
C -3.338 -1.417 -0.666 0.0027
C 3.156 -1.244 0.118 0.0078
C -3.267 2.400 -3.295 0.0037
C -3.450 1.153 3.444 0.0188
C -3.739 -3.668 -1.042 0.0001
C -3.174 -0.741 2.168 0.0140
C 2.922 -3.610 -0.532 0.0008
C 2.338 -2.405 -0.240 0.0076
H 5.336 0.783 -1.085 0.0002
H -3.068 2.907 -4.231 0.0000
H 1.282 -2.323 -0.410 0.0036
H 3.318 2.099 2.386 0.0001
H -3.108 -1.821 1.992 0.0001
H 3.269 1.534 -2.382 0.0004
H 1.677 2.109 -1.806 0.0101
H -1.713 -2.838 -0.627 -0.0002
H -5.116 3.285 -2.609 -0.0001
H 5.206 -0.741 0.630 -0.0001
H 2.273 -4.390 -0.893 -0.0001
H 3.031 3.201 -1.774 0.0002
H 4.786 -4.764 -0.595 0.0001
H -3.536 -4.741 -1.094 0.0000
H -3.569 1.838 4.260 -0.0002
H -5.914 -3.739 -1.441 0.0000
H 1.746 2.501 1.670 0.0126
H -3.502 -0.835 4.354 0.0000
H 5.726 1.252 0.563 0.0001
H 5.529 2.465 -0.647 0.0003
H 6.134 -2.917 0.305 0.0000
H 3.124 3.596 1.411 0.0034
H -4.932 1.916 -0.428 0.0001